Below is a 21-piece molecular cluster, C116H99F6N21O42S2 overall at a distorted geometry, with properties calculated with wB97M-V/def2-TZVPD.

Calculated values
LUMO energy	-1.857	eV
HOMO	-0.338	Eh
electronic energy	-10183.3125	hartree

Positions of all 286 atoms, in Å:
1 C -4.5863 -5.0963 0.9684
2 H 0.0827 2.6302 -0.9003
3 H -1.2773 -4.5152 2.3914
4 H 0.6291 1.9892 -2.2306
5 C -7.2100 4.4643 -0.8511
6 F -3.3744 2.1343 -0.5858
7 H 7.0139 0.7041 3.0136
8 O 3.1292 6.3667 0.3575
9 C 8.2468 -3.1330 -2.7221
10 C 4.5907 -3.5211 -4.6540
11 H 2.0359 -1.1680 4.8227
12 H 8.2016 -6.2831 0.2612
13 H -0.7765 2.7690 -2.3959
14 C -2.7855 2.3891 -7.6401
15 C -6.5554 1.2200 -4.0461
16 F 1.4812 -1.8063 0.7434
17 O -8.8251 5.4023 4.6676
18 H 5.2960 -3.2590 1.3603
19 N -8.4444 4.3370 5.1538
20 H -5.2864 3.6507 -6.1296
21 O -3.1713 -0.3436 0.9114
22 H 7.1071 2.3858 0.6542
23 H -1.6518 -4.4262 -0.7064
24 C -5.6491 -1.8468 1.8361
25 C 0.1008 -0.6277 5.4653
26 C -6.9172 3.9482 3.1315
27 C 10.3959 -3.1489 -1.5844
28 C 2.6995 -5.0174 2.2974
29 H -4.7953 -2.4461 2.1157
30 N -3.1994 1.3972 -9.8573
31 C -6.6153 2.6521 5.1746
32 O 1.1407 0.5669 -3.9452
33 C -0.1909 0.9011 3.1113
34 C 4.3108 -3.3137 -3.3256
35 H 5.3126 -0.0772 -3.0371
36 H -4.8543 1.3863 5.1169
37 C -7.3331 3.6290 4.4475
38 H 5.8428 0.2602 7.1314
39 F -5.1723 0.9288 -0.8301
40 N -5.7112 -1.4112 4.3177
41 C -2.0034 -4.7279 5.6818
42 O 2.9930 -3.8956 -1.3688
43 O 2.8993 1.6897 -1.6955
44 C -4.1335 -6.1952 -4.0984
45 N -1.1024 4.7053 0.7173
46 O 2.8385 3.4447 -2.9672
47 H 3.4651 -3.3210 3.3337
48 F -3.8686 1.1737 -2.4889
49 C 5.4284 -2.6566 -5.3640
50 H -4.7044 -6.6001 -2.1870
51 O -4.9384 -2.3368 4.4877
52 H -8.1981 6.0575 0.1814
53 C 8.1792 -4.2621 2.9097
54 C -2.9070 1.2527 -8.4346
55 H -3.8713 -7.2099 -4.3595
56 H 9.8894 -4.3106 -3.3122
57 H -6.3394 0.2260 -3.6831
58 H 6.6029 -2.7698 3.3011
59 H -3.4411 -5.6408 -5.9787
60 C -0.0866 5.3010 2.9626
61 C -0.9086 7.8634 -3.2409
62 C -1.5236 -6.9078 4.7977
63 O 2.6133 0.7060 -5.5226
64 N -1.1419 -7.0379 -0.7614
65 H 5.0954 6.4232 2.2655
66 C -3.4487 -7.1245 0.3827
67 C 1.1517 -0.9869 -0.1987
68 O -5.9664 -1.9225 -2.6732
69 C 7.7923 -5.5111 0.8959
70 H 9.0085 2.0796 3.8073
71 H -0.0426 -1.5190 -3.8267
72 C 8.6250 -5.2105 2.0125
73 H -3.6379 -3.2654 0.3665
74 N 8.0040 -0.9412 0.3177
75 H -1.9032 0.9225 -4.6895
76 C -0.0740 -3.2071 -5.2312
77 O -1.5785 5.1265 -0.3692
78 H -5.4993 -4.6219 1.2969
79 O -1.2572 4.3423 -3.2542
80 C 6.9462 4.1174 -0.3863
81 O 9.9470 -7.1188 2.0852
82 N -1.5010 0.0000 -0.9207
83 H -2.2200 3.1320 -5.6729
84 N -5.2929 -2.1608 -3.6152
85 C -3.6134 -4.3435 0.3078
86 C -5.6952 1.9056 -4.8933
87 C 6.5711 2.8210 -0.1764
88 O 7.0780 -0.2405 0.0783
89 H 7.6187 -3.4757 -3.5311
90 C -4.8470 5.8083 -0.5060
91 C -7.8143 -0.2084 1.3867
92 N 2.9041 5.2242 0.7130
93 C -4.4073 -4.0108 -5.0705
94 H -4.2920 1.9181 2.7012
95 O -2.0202 -6.1678 8.2301
96 C -1.2613 0.8366 4.0449
97 C -4.8092 4.6420 -1.2636
98 C 6.3618 4.8834 -1.4128
99 H 2.9916 -4.2391 5.5792
100 H -0.9275 -3.6872 -4.7756
101 H 6.3700 5.2807 3.8282
102 H -8.3530 1.4565 -2.9677
103 O 2.1288 4.4359 0.1381
104 O 3.6307 -5.4699 -2.8112
105 H 4.5696 5.0068 -2.6161
106 C 1.9439 -6.8083 3.6332
107 H -2.1664 -4.1650 6.5890
108 O 4.4424 -0.9885 5.4398
109 H -2.2100 1.2539 3.7411
110 C -1.6830 6.8316 1.9802
111 H 1.9269 9.3155 -2.1022
112 H 8.8491 -4.0600 3.7324
113 C -2.3716 2.2746 -6.3119
114 C -6.2951 -1.2400 2.9468
115 C 2.2337 -6.0840 4.8124
116 H 5.0946 1.3056 -0.6478
117 C 3.0421 -4.3079 3.4503
118 H -5.6405 -2.1464 -0.3160
119 H 1.7913 0.1147 2.6137
120 O -3.3453 -1.5736 -1.2971
121 O -0.6032 -1.6475 7.3593
122 C -1.6960 7.6054 3.1184
123 C 9.8604 -2.3668 -0.5489
124 C 8.2565 1.7005 4.4834
125 C -4.7354 -5.8028 -2.9148
126 C -6.1127 -1.6533 0.5209
127 H 6.7883 -1.8243 -1.7751
128 O -3.2089 2.5254 -10.3690
129 H -2.1831 7.1963 1.0952
130 H -8.1320 3.9114 -0.9539
131 H 7.7756 4.5311 0.1680
132 N 1.9085 -6.6720 6.1527
133 N 5.0864 -0.3495 4.6158
134 N 9.9198 -5.9275 2.3070
135 N -9.3762 3.7296 -3.8135
136 C 6.5200 -4.9256 0.7598
137 O -1.1014 -2.2858 0.5599
138 C 3.3173 3.4682 2.3592
139 C 0.0138 8.8280 -2.7645
140 C -0.9660 7.2187 4.2144
141 H -2.9424 3.3840 -8.0299
142 C -7.2024 -0.8842 0.3283
143 O -2.8621 -7.7682 7.1322
144 H 4.0726 -1.8346 -1.8104
145 H 10.4357 -2.2455 0.3570
146 H -0.8557 7.9441 5.0068
147 C -7.3865 -0.3925 2.6880
148 H -4.7066 1.5028 -5.0574
149 N 3.3722 2.7410 -2.0977
150 H 0.1639 -4.7874 -6.6251
151 C -1.7673 -4.1365 4.4273
152 C -7.2558 3.6321 -5.2708
153 C -5.9888 3.1262 -5.4987
154 H -0.6805 1.3599 -1.4189
155 O -0.6792 -2.3892 -1.8034
156 H -7.7740 0.0754 3.5809
157 C -7.2449 5.6296 -0.0919
158 O 2.3501 -6.1322 7.1689
159 H 4.3721 -4.4535 -5.1534
160 C 1.3423 -1.2310 -5.3705
161 H -3.5615 -8.1917 0.2617
162 C 4.0139 2.8869 3.4420
163 H -5.4559 -4.1147 -1.7966
164 C -1.1405 0.0210 5.2081
165 N -0.2373 2.2020 -1.7572
166 N 1.7459 0.0820 -4.9230
167 O -1.0730 -8.2857 -0.7357
168 C -5.0490 -4.4353 -2.7442
169 N 0.3666 -1.3318 6.7482
170 H 2.4859 2.8725 2.0124
171 H 2.8705 -4.5468 1.3405
172 O -4.9862 8.1847 1.0685
173 N -1.5746 5.5048 -3.3998
174 O -3.4295 0.3497 -10.5059
175 C -6.0097 3.9662 -1.3927
176 H -0.2865 1.5472 2.2512
177 C 5.1956 4.4025 -1.9763
178 C 5.5008 4.7713 3.4389
179 O 1.4814 -1.6421 7.1455
180 C 0.7837 6.2148 -2.8611
181 H -2.5983 -0.9163 -8.4361
182 C -4.9836 -3.5633 -3.8493
183 C -0.4941 6.5256 -3.2782
184 C -4.0041 -5.3233 -5.1134
185 C 6.2440 0.4079 5.0232
186 H 3.6367 1.9517 3.8287
187 H -6.9906 2.3005 6.1243
188 C -1.4542 -4.9629 3.3582
189 H 5.5759 3.3498 4.9089
190 O 4.7475 -0.4037 3.4289
191 H 2.7260 -1.2616 -7.0065
192 H -6.0444 3.1141 -2.0554
193 H 2.6755 6.8561 -2.0658
194 C 0.3584 -1.9812 -4.7166
195 C -1.9013 -6.1160 5.8717
196 H -2.3329 8.4714 3.0151
197 C 2.7933 -4.8274 4.6955
198 C 1.9692 -1.8599 -6.5211
199 C -2.5332 0.0062 -7.8783
200 C -1.3724 -6.3169 3.5452
201 F 1.9239 -1.1690 -1.2790
202 H 1.9537 -6.8911 1.5073
203 H 2.0497 -3.4916 -7.8956
204 O -0.6410 3.5875 0.8580
205 C 8.5065 -1.8768 -0.6551
206 H 6.6432 5.9231 -1.4919
207 N -6.0911 7.6762 0.8721
208 O -9.7080 4.7395 -4.3860
209 C -7.7258 1.8785 -3.7391
210 H 7.5719 1.7026 7.8294
211 C -5.1032 2.3981 3.2284
212 H -5.1951 -7.1512 1.4813
213 O -0.2777 -6.2871 -1.1650
214 C -5.8068 3.3585 2.5240
215 O -7.1321 8.1320 1.2275
216 H -0.2905 9.8604 -2.6752
217 H -1.7668 -3.0582 4.3663
218 H 5.7513 -2.8924 -6.3673
219 C -6.0543 6.3832 0.0596
220 C -2.1298 1.0393 -5.7390
221 H -7.4988 4.5059 -5.8572
222 C -2.4341 -6.3924 -0.2663
223 H -7.4629 4.7796 2.7104
224 C -8.0928 3.0511 -4.2659
225 C 5.1197 -1.0034 -3.5580
226 N 3.6171 -4.2674 -2.4469
227 C -0.1104 6.1100 4.0963
228 H -1.9292 8.1188 -3.4849
229 C -5.4555 2.0996 4.5727
230 H -1.9737 -0.0247 5.8938
231 C 7.1539 0.9228 4.0619
232 C -2.2074 -0.1302 -6.5353
233 C -2.5109 -4.9522 -0.3171
234 C 5.6842 -1.3749 -4.7747
235 H 1.5065 -7.7941 3.6894
236 C 7.7620 -2.2874 -1.7129
237 H 1.1126 5.1896 -2.7766
238 C -3.8912 1.0547 -1.1676
239 H -1.9285 -1.0484 -6.0398
240 O -6.0729 -0.6823 5.1852
241 C 5.0831 3.5977 3.9804
242 H -3.8867 6.2874 -0.3853
243 H 9.2503 2.6235 6.2305
244 O -8.9585 3.7898 6.1253
245 C 5.5213 2.2780 -0.8446
246 C 6.9840 -3.5444 2.6520
247 C 8.4854 1.9833 5.8164
248 C 6.1568 -3.8834 1.5487
249 F 1.2327 0.3515 0.1222
250 H 0.5095 4.4011 2.9285
251 O 8.5754 -0.8386 1.4184
252 O -5.0153 -1.3708 -4.5593
253 C 3.6843 4.6749 1.8049
254 C 1.2883 8.5044 -2.4196
255 H -7.6998 -0.8120 -0.6276
256 H 0.4957 5.8049 4.9365
257 H -8.6553 0.4510 1.2312
258 H -3.8458 4.2658 -1.5747
259 O 10.8596 -5.3004 2.7568
260 O -2.7494 5.8737 -3.6380
261 H -1.3784 -7.9728 4.9032
262 C 1.5670 -3.1043 -7.0105
263 H -1.2140 -6.8977 2.6485
264 S -0.6824 -1.5153 -0.6124
265 H -5.6258 3.6814 1.5094
266 H 6.2688 -0.6423 -5.3113
267 C 0.5450 -3.8258 -6.3143
268 C 2.1714 -6.2869 2.3756
269 C 7.4792 1.5958 6.7587
270 C 1.1458 -0.6104 4.5715
271 C 4.4463 -2.0012 -2.8099
272 C -0.9407 5.6375 1.9145
273 C -4.5366 -6.4967 0.9294
274 H -4.2082 -3.3959 -5.9358
275 C 1.0175 0.1828 3.3641
276 H 11.4222 -3.4768 -1.5093
277 C 6.4494 0.7266 6.3692
278 O -9.9336 3.3893 -2.7741
279 C 1.7039 7.1744 -2.4139
280 C 9.5644 -3.5785 -2.5877
281 O 1.4569 -7.8466 6.0933
282 H 6.0380 -5.1556 -0.1789
283 S -2.8797 -0.4392 -0.5474
284 N -2.1872 -6.7525 7.1450
285 C 4.7431 5.4216 2.4630
286 C 4.7150 3.1353 -1.6094

Below is a 2-piece molecular cluster, C5H13NO overall at a distorted geometry, with properties calculated with wB97M-V/def2-TZVPD.

Calculated values
LUMO energy	0.788	eV
HOMO	-0.360	Eh
electronic energy	-328.2243	hartree
ΔE to the lowest compared entry with this formula, charge and spin	2.5725	eV
SMILES string	CCC(N)=O.CC

Positions of all 20 atoms, in Å:
1 H -0.0428 1.8567 -1.6631
2 H -2.8581 0.1135 0.6786
3 C 1.9818 -1.5823 -0.3733
4 H 1.0938 -3.5242 -0.2138
5 H -0.4473 -0.0496 0.8479
6 H 1.7867 -1.5944 -1.4265
7 N 0.3467 2.4937 -0.8096
8 O -0.0233 2.2931 1.4719
9 C -2.3866 0.9285 0.3251
10 H -2.7390 1.7064 0.8734
11 H 1.7282 -0.5945 -0.0468
12 H -2.7545 1.0373 -0.7273
13 C 1.1621 -2.5943 0.2883
14 H 1.2680 -3.0923 1.2913
15 C -0.2066 1.9638 0.4037
16 C -0.8831 0.7061 0.1491
17 H 0.5515 3.4898 -0.8225
18 H 2.9396 -1.5721 0.2231
19 H 0.1342 -2.2904 0.3770
20 H -0.6510 0.3053 -0.8465

- The highest LUMO energy belongs to which entry?
  C5H13NO

- Which value of HOMO does entry 1 give?
  -0.338 Eh

- Which of these has the lowest LUMO energy?
  C116H99F6N21O42S2

- Which of these has the highest electronic energy?
  C5H13NO